Formula: C102H220N12O14
Source: the OMol25 dataset
Level of theory: the ωB97M-V functional and the def2-TZVPD basis

The geometry in XYZ format:
```
348
C102H220N12O14, DFT the ωB97M-V functional and the def2-TZVPD basis
C -4.66432 -0.49092 2.76642
C -4.53998 -1.00074 1.31310
C -3.11648 -1.60828 1.08422
C -2.96232 -2.95660 1.71882
C -3.92222 -3.86305 1.08730
C -5.40758 -3.45609 1.41416
N -5.57803 -2.00770 0.94340
O -6.85258 -1.60791 1.45342
C -6.34132 -4.26270 0.58651
C -5.67634 -3.71749 2.90457
C -4.73292 0.15965 0.37276
H -4.57915 -1.28146 3.49898
H -5.62434 -0.07242 2.99407
H -3.90448 0.24551 2.97413
H -3.09635 -1.72834 0.00187
H -2.34604 -0.89688 1.37706
H -3.07675 -2.92411 2.77486
H -2.00390 -3.34280 1.42434
H -3.81647 -4.86902 1.42243
H -3.71998 -3.67752 0.02434
H -6.21263 -5.35108 0.54789
H -7.34644 -4.07456 0.97413
H -6.42136 -3.93729 -0.49999
H -4.78103 -3.71358 3.55295
H -6.42217 -3.04380 3.34617
H -6.20076 -4.62751 3.13472
H -4.67357 -0.21410 -0.66275
H -4.01252 0.99009 0.44367
H -5.72882 0.58754 0.61907
H -7.36493 -1.42873 0.66063
C 6.15381 -8.62546 0.29002
C 5.75461 -7.56097 1.29550
C 7.01908 -7.10625 2.01340
C 6.78575 -5.91506 2.88605
C 6.41670 -4.76159 1.92200
C 5.09038 -5.06567 1.22626
N 5.28806 -6.37947 0.55718
O 4.10840 -6.64425 -0.19887
C 3.96659 -4.96569 2.27306
C 4.89775 -4.06401 0.10308
C 4.70432 -8.11647 2.21643
H 6.96784 -8.21864 -0.33160
H 5.26956 -8.84013 -0.36510
H 6.44971 -9.52560 0.80193
H 7.33489 -8.01317 2.55245
H 7.79125 -6.86933 1.34352
H 7.70263 -5.65114 3.42776
H 6.04792 -6.04352 3.66843
H 7.18692 -4.78318 1.18656
H 6.41337 -3.75572 2.30696
H 3.02696 -5.23668 1.82576
H 4.11307 -5.64056 3.17274
H 3.78821 -3.95946 2.56238
H 3.87913 -4.03315 -0.23604
H 5.10508 -3.00817 0.32495
H 5.58971 -4.28197 -0.71985
H 4.55608 -7.62997 3.16306
H 4.91798 -9.18083 2.33811
H 3.74637 -7.98560 1.70884
H 4.42468 -6.95712 -1.05652
C -2.10684 4.71723 4.29648
C -2.82457 4.45262 2.92706
C -4.28010 4.93456 2.95335
C -4.46245 6.46522 2.93368
C -3.72731 6.97750 1.73384
C -2.22505 6.58056 1.56557
N -2.17710 5.04463 1.71538
O -0.82026 4.63658 1.58903
C -1.79575 6.88190 0.10866
C -1.28886 7.32445 2.50452
C -2.75174 2.92813 2.64373
H -1.15181 5.23722 4.27083
H -1.92819 3.74141 4.74277
H -2.72497 5.29504 4.99355
H -4.76768 4.43013 2.06424
H -4.80642 4.54930 3.85978
H -4.07724 6.90173 3.85428
H -5.49755 6.77229 2.78124
H -3.87433 8.06595 1.66316
H -4.26162 6.57114 0.89164
H -2.32175 6.16791 -0.50120
H -1.95574 7.92859 -0.09125
H -0.72408 6.63614 -0.01935
H -0.37596 6.77881 2.73140
H -0.97224 8.30940 2.08896
H -1.79776 7.62798 3.44207
H -3.27409 2.25996 3.31658
H -1.74783 2.56649 2.51019
H -3.12752 2.82195 1.62828
H -0.91451 4.03747 0.86231
C 5.65336 7.56769 -0.75479
C 4.40142 7.57634 0.06485
C 3.33810 6.69824 -0.66706
C 2.10455 6.56602 0.15184
C 2.45876 5.78087 1.35207
C 3.49049 6.45609 2.24416
N 4.66230 6.82567 1.32832
O 5.65236 7.50772 2.12590
C 2.85642 7.64108 3.00290
C 4.10708 5.36888 3.20457
C 3.95365 8.99975 0.23674
H 5.51114 7.92486 -1.75426
H 6.04587 6.52708 -0.77394
H 6.51078 8.14349 -0.34820
H 3.16236 7.17293 -1.60991
H 3.84743 5.73213 -0.84360
H 1.40445 5.94179 -0.43017
H 1.61445 7.53207 0.31559
H 2.86246 4.85140 0.99590
H 1.62672 5.60652 2.04262
H 3.70452 8.32876 3.20801
H 2.15630 8.13625 2.32644
H 2.46857 7.37639 3.97122
H 4.71662 5.89590 3.89294
H 3.32329 4.90226 3.77019
H 4.63832 4.63574 2.54417
H 4.40015 9.60075 1.04762
H 2.86399 9.04893 0.46302
H 4.12281 9.53917 -0.67824
H 6.43220 6.96676 2.05948
C 0.68369 1.66123 -5.13829
C 1.09140 0.22448 -5.25925
C 2.53208 0.11475 -5.77825
C 3.18443 -1.21691 -5.65147
C 3.03738 -1.75531 -4.22533
C 1.60204 -1.81586 -3.73625
N 1.10051 -0.43892 -3.86204
O -0.22733 -0.37447 -3.40344
C 0.75396 -2.90336 -4.39642
C 1.71272 -2.06907 -2.25206
C 0.07784 -0.46419 -6.21348
H -0.30840 1.67987 -4.68492
H 0.51686 2.14852 -6.05991
H 1.36721 2.27603 -4.55469
H 2.61271 0.53399 -6.77553
H 3.12255 0.83063 -5.18539
H 4.20611 -1.13247 -5.95850
H 2.75950 -1.96041 -6.37720
H 3.62850 -1.07959 -3.59561
H 3.46377 -2.76126 -4.14813
H 0.86667 -3.82973 -3.88837
H -0.27709 -2.56270 -4.35574
H 1.00055 -3.11272 -5.41711
H 0.75335 -2.04817 -1.64599
H 2.21715 -3.02976 -2.05728
H 2.25811 -1.22812 -1.74902
H -0.93173 -0.38440 -5.88674
H 0.35209 -1.49304 -6.44789
H 0.02313 -0.03923 -7.22700
H -0.15498 0.23993 -2.65283
C -3.17471 5.48363 -6.86960
C -3.24790 4.87517 -5.43986
C -3.02713 5.96124 -4.38463
C -4.27758 6.83833 -4.12732
C -5.39819 5.89180 -3.69110
C -5.73101 4.80620 -4.80078
N -4.49334 4.05181 -5.15076
O -4.72208 3.13474 -6.19802
C -6.75218 3.82019 -4.16064
C -6.44780 5.45607 -5.99561
C -2.11490 3.89288 -5.27614
H -2.16766 5.81039 -7.07654
H -3.82152 6.38988 -7.04220
H -3.47853 4.72146 -7.54834
H -2.74932 5.50091 -3.41240
H -2.19011 6.57324 -4.71013
H -4.57506 7.39625 -5.03361
H -4.16416 7.62866 -3.39419
H -6.39741 6.33110 -3.60958
H -5.09734 5.37854 -2.79185
H -7.64051 4.38770 -3.77716
H -7.01797 3.14670 -4.94905
H -6.37992 3.38641 -3.23526
H -6.36074 4.78233 -6.83945
H -7.50597 5.57383 -5.79675
H -5.94801 6.41969 -6.26045
H -2.20980 3.38760 -4.31843
H -1.18952 4.40060 -5.27795
H -2.13991 3.13211 -6.04233
H -4.43070 2.36399 -5.73048
C -6.86245 -1.70899 -2.45129
C -6.44347 -1.39085 -3.94283
C -5.52970 -0.06589 -4.15620
C -4.15326 -0.26996 -3.58397
C -3.43154 -1.43028 -4.33741
C -4.25157 -2.80196 -4.30569
N -5.69681 -2.42965 -4.61662
O -6.42873 -3.64016 -4.56413
C -3.72442 -3.62535 -5.47273
C -4.09225 -3.51590 -2.98238
C -7.71435 -1.24284 -4.81006
H -7.77732 -1.23580 -2.11743
H -6.16500 -1.51141 -1.66437
H -7.14375 -2.75577 -2.45769
H -5.43471 -0.03274 -5.23347
H -6.07113 0.81534 -3.85772
H -4.22452 -0.56195 -2.52532
H -3.53757 0.65957 -3.68722
H -2.46115 -1.50515 -3.94868
H -3.32029 -1.08848 -5.39982
H -2.62453 -3.67705 -5.36326
H -4.00740 -4.64827 -5.40699
H -3.90905 -3.18207 -6.43175
H -4.39514 -2.91427 -2.09635
H -4.65389 -4.42439 -2.91049
H -3.02605 -3.74214 -2.78109
H -8.42974 -2.00213 -4.58692
H -7.44337 -1.20099 -5.88781
H -8.17822 -0.27045 -4.55055
H -6.58094 -3.83059 -5.48519
C 7.35311 2.33977 -3.03223
C 6.20010 2.41573 -1.96128
C 4.96924 1.78511 -2.62051
C 3.82804 1.47874 -1.62544
C 4.44401 0.60208 -0.55097
C 5.60308 1.22646 0.27060
N 6.61371 1.56016 -0.82895
O 7.72556 2.21602 -0.14972
C 5.19250 2.41307 1.12319
C 6.29682 0.13863 1.08303
C 5.96594 3.85729 -1.62354
H 7.01588 2.82804 -3.97731
H 7.73034 1.32111 -3.25751
H 8.14041 2.97596 -2.61198
H 4.55157 2.38423 -3.42911
H 5.29420 0.88060 -3.10259
H 3.08263 0.91101 -2.24243
H 3.34022 2.40777 -1.29023
H 4.74432 -0.36724 -0.93869
H 3.67606 0.39197 0.16110
H 6.09960 2.94316 1.42537
H 4.40450 3.04110 0.65438
H 4.71674 2.04498 2.03328
H 7.09772 0.59501 1.68421
H 5.55745 -0.30568 1.80393
H 6.72053 -0.67822 0.44847
H 4.93962 4.11337 -1.28088
H 6.07492 4.42275 -2.54439
H 6.66045 4.25858 -0.89024
H 8.45157 1.58003 -0.23698
C 0.12912 -5.22801 0.54085
C -0.33738 -6.19886 -0.58396
C -0.97898 -5.37744 -1.71091
C -1.29903 -6.18975 -2.92859
C 0.04750 -6.78186 -3.39035
C 0.80139 -7.60890 -2.36284
N 0.92938 -6.72500 -1.14797
O 1.55528 -7.47897 -0.15253
C 0.15392 -9.00487 -2.17604
C 2.20045 -7.84414 -2.83216
C -1.27069 -7.33381 -0.05735
H 0.61120 -5.71063 1.43307
H -0.76068 -4.70939 0.99191
H 0.81012 -4.44407 0.11484
H -1.94242 -4.95470 -1.33060
H -0.30725 -4.55281 -2.01935
H -1.67675 -5.65588 -3.79902
H -2.00129 -7.01337 -2.76240
H 0.62720 -5.95545 -3.68891
H -0.10623 -7.40365 -4.28613
H 0.62169 -9.70083 -2.87271
H 0.47997 -9.43172 -1.20680
H -0.90162 -9.02362 -2.33512
H 2.73414 -8.48640 -2.17138
H 2.32983 -8.34535 -3.76241
H 2.78479 -6.92092 -2.84247
H -0.76464 -7.91202 0.69270
H -1.46779 -7.92925 -0.91672
H -2.16452 -6.95763 0.39527
H 2.43365 -7.10421 -0.05379
C 3.36127 -1.13583 5.23432
C 2.73204 0.20150 5.29895
C 3.13682 0.93020 3.97488
C 2.31389 2.19123 3.77291
C 0.81331 1.86829 3.84377
C 0.34170 1.23118 5.12402
N 1.26993 0.12194 5.38743
O 0.86798 -0.72967 6.48258
C 0.30584 2.20766 6.29364
C -1.02625 0.59330 4.86582
C 3.32720 1.03148 6.43202
H 2.83174 -1.64790 4.47216
H 3.25999 -1.66662 6.21671
H 4.39750 -1.01182 4.87775
H 4.23752 1.16511 3.98582
H 2.88538 0.18292 3.24801
H 2.47265 2.43176 2.72230
H 2.58880 2.96033 4.48410
H 0.54045 1.25051 2.99570
H 0.09769 2.70212 3.69411
H 1.24935 2.68339 6.49643
H -0.39462 3.05826 6.21366
H 0.08914 1.68096 7.21943
H -1.41973 0.22211 5.80678
H -1.79542 1.32657 4.49583
H -0.99350 -0.21306 4.14238
H 4.34466 0.76475 6.68678
H 2.73840 0.82751 7.33540
H 3.22588 2.08494 6.22308
H 1.16507 -0.30917 7.31243
C 1.91708 -4.35941 6.67599
O 1.08022 -5.25063 5.93268
C 0.80921 -4.80052 4.64294
C -0.18517 -3.62701 4.49308
N -1.49106 -3.94867 5.14265
C -2.20123 -2.69209 5.49599
C -3.20010 -3.03236 6.52922
O -2.56906 -3.51111 7.68417
C -3.41833 -4.03683 8.66295
H 2.04717 -4.79611 7.65951
H 1.33379 -3.45852 6.90544
H 2.88439 -4.13211 6.19702
H 0.40274 -5.69058 4.16479
H 1.76344 -4.50574 4.16608
H -0.24058 -3.57168 3.39718
H 0.26149 -2.70073 4.89365
H -1.27491 -4.41127 5.99458
H -2.78676 -2.17924 4.70982
H -1.53537 -1.96761 5.98133
H -3.80590 -3.87004 6.10107
H -3.89387 -2.22720 6.69125
H -4.30380 -4.58981 8.30124
H -3.85541 -3.27051 9.27224
H -2.84606 -4.73410 9.29840
C -3.21043 3.58187 -1.19219
O -1.88419 3.06374 -0.78649
C -1.05801 2.79646 -1.89394
C 0.34632 2.43062 -1.44797
N 0.47077 1.04093 -0.89084
C -0.06164 0.95181 0.47244
C 0.39729 -0.32096 1.08315
O 1.77740 -0.50429 1.12110
C 2.21895 -1.73949 1.60529
H -3.73174 2.89302 -1.86956
H -3.08248 4.54890 -1.68866
H -3.77981 3.75754 -0.24471
H -1.01207 3.74808 -2.51362
H -1.52303 1.93389 -2.48968
H 0.72210 3.15251 -0.70143
H 1.04719 2.46808 -2.29480
H 1.48747 0.91340 -0.67955
H -1.14943 0.82765 0.38715
H 0.18122 1.87130 1.06883
H 0.06032 -1.09423 0.35912
H -0.05555 -0.59519 2.06322
H 1.83860 -2.56271 0.97486
H 1.92349 -1.95930 2.63526
H 3.29727 -1.84771 1.39923
```

Energy above the lowest of the compared OMol25 structures with the same formula, charge and spin in kJ/mol: 0.00
Multiplicity: 1
LUMO in eV: 0.49

Here are the Löwdin charges for atoms 1 to 4, given in e: -0.0086, -0.4826, -0.1037, -0.2057